Entry 1:
# C7H8FN2

An isolated ion of composition C7H8FN2 and charge +1 in a non-equilibrium geometry (the ωB97M-V functional and the def2-TZVPD basis, the OMol25 dataset).

Structure (XYZ):
```
18
C7H8FN2 | the OMol25 dataset | the ωB97M-V functional and the def2-TZVPD basis
C -1.35 1.35 -0.45
C -1.84 -0.03 -0.23
C -0.13 1.59 0.44
C 1.01 0.94 0.24
C -1.25 -0.92 0.54
C 2.40 -0.92 -0.80
C 1.21 -0.06 -0.74
N 1.51 -1.60 -0.31
N -0.58 -1.74 1.27
F 2.08 1.09 1.09
H -1.11 1.30 -1.54
H -2.75 -0.36 -0.72
H -0.27 2.42 1.13
H 3.44 -0.91 -1.17
H -2.23 1.98 -0.19
H 0.61 0.06 -1.68
H -0.13 -2.54 0.82
H -0.62 -1.65 2.29
```

Summary:
Calculated total energy ... -480.3578 a.u.
<S²> ... 2.020
Charge ... +1
Frontier orbital gap (alpha / beta) ... 5.0 / 5.2 eV
Spin multiplicity ... 3
M ... 139.2 Da

These are the Mulliken partial charges, in e, on atoms 1 to 5: -0.548, -0.333, -0.426, 0.755, 0.044

Entry 2:
# C7H8IO2Si

A 2-piece molecular cluster, C7H8IO2Si overall in a non-equilibrium geometry (the ωB97M-V functional and the def2-TZVPD basis, the OMol25 dataset).

Structure (XYZ):
```
19
C7H8IO2Si | the OMol25 dataset | the ωB97M-V functional and the def2-TZVPD basis
C -1.62 1.84 -0.94
C -2.10 1.73 0.43
C -0.67 1.11 -1.57
C -1.74 0.73 1.22
C 3.41 0.30 0.60
C -0.24 -0.22 -1.17
C -0.46 -0.86 -0.06
O 4.41 0.20 1.21
O 2.43 0.94 0.51
Si -0.01 -2.37 0.83
I 3.34 -1.53 -1.12
H -1.82 2.77 -1.37
H -2.91 2.50 0.69
H -0.52 1.29 -2.63
H -2.14 0.54 2.19
H 0.24 -0.74 -1.90
H 1.28 -1.92 1.50
H 0.08 -3.43 -0.21
H -0.98 -2.89 1.79
```

Summary:
Calculated total energy ... -1009.1111 a.u.
Charge ... -1
Frontier orbital gap ... 7.5 eV
M ... 279.1 Da

These are the Mulliken partial charges, in e, on atoms 1 to 5: -0.325, 0.078, -0.433, -0.776, 0.587

Entry 3:
# C7H8LaO5

C7H8LaO5 as an isolated structure in a non-equilibrium geometry (the ωB97M-V functional and the def2-TZVPD basis, the OMol25 dataset).

Structure (XYZ):
```
21
C7H8LaO5 | the OMol25 dataset | the ωB97M-V functional and the def2-TZVPD basis
La 0.07 -0.21 0.58
O 0.22 2.97 0.98
C 0.17 1.86 0.80
C -0.03 -2.28 0.63
O -0.08 -3.39 0.71
C 2.14 -0.30 0.61
O 3.27 -0.35 0.65
C -2.00 -0.10 0.56
O -3.12 -0.05 0.58
C 0.10 0.42 -4.49
H -0.80 1.10 -4.60
H 1.07 1.01 -4.58
C 0.04 -0.83 -4.54
H 0.95 -1.49 -4.69
H -0.92 -1.40 -4.71
C -0.46 0.83 3.69
O 0.09 -0.47 3.05
H -1.36 1.07 3.16
H 0.32 1.57 3.55
H -0.63 0.58 4.70
H 0.97 -0.55 3.34
```

Summary:
Calculated total energy ... -677.6066 a.u.
Charge ... +3
Frontier orbital gap (alpha / beta) ... 8.8 / 3.2 eV
M ... 311.0 Da

These are the Mulliken partial charges, in e, on atoms 1 to 5: 1.676, -0.030, 0.040, 0.065, 0.018

Entry 4:
# C7H8N

An isolated ion of composition C7H8N and charge +1 in a non-equilibrium geometry (the ωB97M-V functional and the def2-TZVPD basis, the OMol25 dataset).

Structure (XYZ):
```
16
C7H8N | the OMol25 dataset | the ωB97M-V functional and the def2-TZVPD basis
C -1.92 -0.79 -0.21
C -2.76 -1.50 0.44
C 2.91 -1.05 0.12
C 1.79 -0.35 -0.08
C 0.54 -1.05 -0.17
C -1.45 0.62 -0.63
C -1.46 1.69 0.31
N -0.62 -0.55 -0.51
H 3.91 -0.51 0.22
H 2.84 -2.08 0.18
H 1.74 0.74 -0.24
H 0.48 -1.99 0.22
H -1.66 0.85 -1.70
H -1.20 1.35 1.42
H -2.47 2.21 0.25
H -0.67 2.42 0.38
```

Summary:
Calculated total energy ... -325.7507 a.u.
Charge ... +1
Frontier orbital gap ... 8.4 eV
M ... 106.1 Da

These are the Mulliken partial charges, in e, on atoms 1 to 5: 0.152, -0.375, -0.642, -0.090, 0.195

Entry 5:
# C7H8N

An isolated ion of composition C7H8N and charge +1 in a non-equilibrium geometry (the ωB97M-V functional and the def2-TZVPD basis, the OMol25 dataset).

Structure (XYZ):
```
16
C7H8N | the OMol25 dataset | the ωB97M-V functional and the def2-TZVPD basis
C 1.40 -2.29 -0.48
C 0.79 -1.16 -0.23
C -0.07 -0.31 0.34
C -1.07 -0.25 1.48
C -1.20 1.25 1.22
C -1.45 1.55 -0.17
N -0.14 1.16 0.19
C 1.82 -1.09 -1.30
H 1.44 -3.32 -0.24
H -1.82 -0.89 1.94
H -1.31 1.92 2.01
H -2.01 0.87 -0.80
H -1.49 2.56 -0.63
H 0.71 1.69 -0.03
H 2.66 -0.56 -0.95
H 1.73 -1.11 -2.35
```

Summary:
Calculated total energy ... -325.7872 a.u.
Structure (SMILES) ... C1=C(C2=C[C@@H]3C[N@H+]23)C1
Charge ... +1
Frontier orbital gap (alpha / beta) ... 7.7 / 7.7 eV
M ... 106.1 Da

These are the Mulliken partial charges, in e, on atoms 1 to 5: -0.680, 0.296, 0.441, -0.382, -0.135

Entry 6:
# C7H8N2

C7H8N2 in the gas phase in a non-equilibrium geometry (the ωB97M-V functional and the def2-TZVPD basis, the OMol25 dataset).

Structure (XYZ):
```
17
C7H8N2 | the OMol25 dataset | the ωB97M-V functional and the def2-TZVPD basis
C -1.87 0.68 -0.22
C -0.75 1.43 -0.10
C 0.47 0.67 0.31
C 1.91 1.02 0.04
N 2.64 -0.01 -0.11
N 1.80 -1.17 -0.17
C 0.45 -0.67 -0.36
C -0.73 -1.46 0.08
C -1.89 -0.77 0.11
H -2.82 1.16 -0.42
H -0.74 2.50 -0.22
H 0.38 0.54 1.40
H 2.39 2.00 0.07
H 1.95 -1.72 0.64
H 0.37 -0.43 -1.42
H -0.69 -2.57 0.13
H -2.87 -1.20 0.27
```

Summary:
Calculated total energy ... -380.9554 a.u.
Structure (SMILES) ... C1=C[C@@H]2C=NN[C@H]2C=C1
Frontier orbital gap ... 9.3 eV
M ... 120.2 Da

These are the Mulliken partial charges, in e, on atoms 1 to 5: -0.346, -0.711, 0.433, -0.305, -0.620

Entry 7:
# C7H8N2NiO4S

C7H8N2NiO4S as an isolated structure in a non-equilibrium geometry (the ωB97M-V functional and the def2-TZVPD basis, the OMol25 dataset).

Structure (XYZ):
```
23
C7H8N2NiO4S | the OMol25 dataset | the ωB97M-V functional and the def2-TZVPD basis
Ni -0.04 0.00 -0.71
O -0.01 2.93 -0.51
C -0.02 1.78 -0.71
C -0.01 -1.77 -0.64
O 0.01 -2.94 -0.57
C 1.83 0.00 -0.91
O 2.83 0.00 -1.49
C -1.91 -0.01 -0.88
O -2.92 -0.01 -1.47
C 0.00 0.67 -5.45
H -0.90 1.30 -5.42
H 0.90 1.31 -5.41
C 0.00 -0.68 -5.45
H 0.90 -1.30 -5.42
H -0.90 -1.31 -5.42
N -0.17 1.13 5.33
C 0.03 0.02 4.55
N -0.16 -1.11 5.29
S 0.51 0.00 2.94
H -0.04 1.08 6.32
H 0.06 1.99 4.86
H 0.06 -2.00 4.86
H -0.04 -1.10 6.31
```

Summary:
Calculated total energy ... -2587.7630 a.u.
<S²> ... 2.015
Charge ... +2
Frontier orbital gap (alpha / beta) ... 5.9 / 3.1 eV
Spin multiplicity ... 3
M ... 274.9 Da

These are the Mulliken partial charges, in e, on atoms 1 to 5: 0.013, -0.167, 0.571, 0.559, -0.155

Entry 8:
# C7H8N2O

C7H8N2O in the gas phase in a non-equilibrium geometry (the ωB97M-V functional and the def2-TZVPD basis, the OMol25 dataset).

Structure (XYZ):
```
18
C7H8N2O | the OMol25 dataset | the ωB97M-V functional and the def2-TZVPD basis
C 2.26 -1.31 1.07
O 0.90 -1.73 1.20
N 0.16 -0.64 0.79
C -0.02 0.48 1.46
C -0.67 1.39 0.77
C -0.99 0.81 -0.50
C -1.75 1.47 -1.58
C -0.40 -0.47 -0.48
C -0.46 -1.41 -1.50
N -0.52 -2.21 -2.33
H 2.98 -2.16 1.33
H 2.61 -0.45 1.63
H 2.52 -1.11 0.00
H 0.52 0.42 2.39
H -1.08 2.26 1.32
H -1.35 1.53 -2.62
H -2.59 0.76 -1.82
H -2.12 2.38 -1.12
```

Summary:
Calculated total energy ... -456.1706 a.u.
Structure (SMILES) ... COn1ccc(C)c1C#N
Frontier orbital gap ... 9.6 eV
M ... 136.2 Da

These are the Mulliken partial charges, in e, on atoms 1 to 5: -0.593, -0.334, 0.338, -0.374, -0.941

Entry 9:
# C7H8N2O2

C7H8N2O2 as an isolated structure in a non-equilibrium geometry (the ωB97M-V functional and the def2-TZVPD basis, the OMol25 dataset).

Structure (XYZ):
```
19
C7H8N2O2 | the OMol25 dataset | the ωB97M-V functional and the def2-TZVPD basis
C -0.73 2.20 0.18
C -0.11 0.82 0.06
C 1.85 -0.34 -0.04
C 1.29 -1.57 -0.10
C -0.15 -1.63 -0.06
C -0.79 -0.43 0.00
C -2.24 -0.41 -0.06
H 0.13 3.06 -0.09
H -1.24 2.48 1.12
H -1.45 2.42 -0.74
H 3.54 0.78 0.01
H 3.86 -0.69 -0.40
H 1.83 -2.35 -0.03
H -0.48 -2.61 -0.12
H -3.98 -1.26 0.17
N 1.25 0.76 0.10
N 3.27 -0.21 0.03
O -2.80 -1.54 0.36
O -3.06 0.52 -0.42
```

Summary:
Calculated total energy ... -531.4545 a.u.
Frontier orbital gap ... 9.4 eV
M ... 152.2 Da

These are the Mulliken partial charges, in e, on atoms 1 to 5: -0.916, 0.136, 0.608, -0.953, -0.608

Entry 10:
# C7H8N2O2

C7H8N2O2 in the gas phase in a non-equilibrium geometry (the ωB97M-V functional and the def2-TZVPD basis, the OMol25 dataset).

Structure (XYZ):
```
19
C7H8N2O2 | the OMol25 dataset | the ωB97M-V functional and the def2-TZVPD basis
N 3.08 0.92 -0.20
C 1.82 0.34 0.27
C 1.71 0.02 1.51
C 0.55 -0.59 2.00
C -0.51 -0.61 1.14
C -0.35 -0.25 -0.18
C -1.51 -0.32 -1.29
O -1.44 -0.16 -2.38
N -2.84 -0.67 -0.63
O -3.85 -0.77 -1.60
C 0.79 0.32 -0.67
H 3.23 1.69 -1.18
H 3.69 1.55 0.60
H 2.50 0.09 2.05
H 0.04 -0.53 2.82
H -1.49 -0.83 1.60
H -3.06 -0.44 0.22
H -3.31 -0.48 -2.57
H 0.94 0.71 -1.50
```

Summary:
Calculated total energy ... -531.2859 a.u.
Structure (SMILES) ... Nc1cccc(C(=O)NO)c1
Frontier orbital gap ... 9.1 eV
M ... 152.2 Da

These are the Mulliken partial charges, in e, on atoms 1 to 5: -0.704, 1.045, -0.725, -0.940, -0.202

Entry 11:
# C7H8N2O5

C7H8N2O5 in the gas phase in a non-equilibrium geometry (the ωB97M-V functional and the def2-TZVPD basis, the OMol25 dataset).

Structure (XYZ):
```
22
C7H8N2O5 | the OMol25 dataset | the ωB97M-V functional and the def2-TZVPD basis
C 0.80 -1.79 -0.45
C 1.60 -1.29 -1.57
C 0.26 -1.14 0.59
C 2.10 -0.07 -1.75
C 0.11 0.35 0.72
C -1.13 0.58 -0.27
C -0.38 0.87 2.11
N 1.26 1.10 0.24
N -2.30 -0.02 0.00
O 2.08 0.91 -0.84
O -2.52 -0.89 0.93
O 1.70 1.94 1.00
O -3.35 0.34 -0.85
O -1.07 1.25 -1.28
H 0.66 -2.82 -0.55
H 2.05 -1.98 -2.34
H -0.18 -1.70 1.41
H 2.42 0.40 -2.64
H 0.51 1.22 2.66
H -0.84 -0.04 2.47
H -0.92 1.73 1.89
H -2.84 1.05 -1.48
```

Summary:
Calculated total energy ... -756.9030 a.u.
<S²> ... 2.014
Frontier orbital gap (alpha / beta) ... 8.0 / 7.3 eV
Spin multiplicity ... 3
M ... 200.2 Da

These are the Mulliken partial charges, in e, on atoms 1 to 5: -0.436, -0.484, -0.634, -0.338, 1.301

Entry 12:
# C7H8NO3

An isolated ion of composition C7H8NO3 and charge -1 in a non-equilibrium geometry (the ωB97M-V functional and the def2-TZVPD basis, the OMol25 dataset).

Structure (XYZ):
```
19
C7H8NO3 | the OMol25 dataset | the ωB97M-V functional and the def2-TZVPD basis
C -2.46 1.17 0.00
C -1.86 -0.01 -0.19
C -2.52 -1.34 -0.17
C -0.51 -0.05 -0.69
O 0.22 -1.27 -0.43
C 1.47 -1.05 -0.20
O 2.27 -2.00 -0.16
N 1.75 0.26 -0.03
C 3.13 0.55 0.51
C 0.73 1.13 -0.19
O 0.70 2.35 -0.23
H -3.45 1.31 0.44
H -1.86 2.08 0.03
H -3.10 -1.52 -1.03
H -3.22 -1.41 0.65
H -1.68 -2.20 -0.07
H 3.21 1.65 0.86
H 3.32 -0.26 1.16
H 3.86 0.60 -0.26
```

Summary:
Calculated total energy ... -551.9880 a.u.
Structure (SMILES) ... C=C(C)c1oc(=O)n(C)c1[O-]
Charge ... -1
Frontier orbital gap ... 5.9 eV
M ... 154.1 Da

These are the Mulliken partial charges, in e, on atoms 1 to 5: -1.146, 0.924, -1.123, -0.536, -0.243